C40H35AuCl5Ge3O as an isolated structure at a distorted geometry, computed with ωB97M-V/def2-TZVPD.

Geometry (Å):
Cl -4.30721 2.06272 -0.65572
C 0.41152 4.73925 -0.67478
H -0.19250 -5.55280 -2.94068
C 1.34029 6.77762 -1.56233
H 2.43168 6.57087 -3.39904
C -2.64771 2.61123 1.40596
H 1.08780 2.20626 1.09101
H -2.03713 -5.37763 0.69004
C 4.04811 0.05160 -0.10071
C 0.93951 3.99670 -1.73448
C -0.59139 -4.20610 -1.31721
C -2.11368 -0.83977 0.15806
H 0.52318 1.51657 -6.45869
Cl -0.90717 3.26488 3.35098
H 4.85642 -0.59043 -0.43673
C 3.17205 0.61251 -1.02262
H -3.81857 -6.72159 1.74011
H 1.24516 -3.81937 1.92488
Cl -6.60745 1.68194 1.40896
H -5.23556 -5.73632 3.50658
H 4.13707 1.07931 -4.24304
C -0.10156 -3.22099 -0.46308
C -3.99534 2.26062 1.02827
C -2.66953 -4.92532 1.44460
C 2.82624 1.09688 1.67665
C -2.49064 2.81257 2.82131
C -4.26956 -3.82034 3.41389
H 2.79738 -1.49999 5.16686
H -4.89587 -3.38345 4.18285
C 2.10020 1.40843 -0.62148
H 4.57028 -0.13086 1.97347
C 1.21986 -0.54591 -4.23045
H 3.31517 0.41107 -2.08005
C -2.46813 -3.59354 1.80145
Ge 0.61068 2.01779 -1.81467
C 1.17182 -2.95555 2.57682
H 2.68438 1.28250 2.73414
C 1.52476 -4.36243 -2.44433
H -0.18514 4.23385 0.07764
H 0.57404 3.15042 -5.77441
C 1.86708 6.05905 -2.62654
C 3.88389 0.30069 1.25360
C 2.04880 -1.65738 4.39836
H -0.69838 -0.18790 3.07481
H 1.59122 -1.95781 -0.06488
C 1.94180 1.62580 0.75094
Cl -3.22865 2.91848 5.42153
C -3.51787 2.66439 3.73223
C 1.20322 -2.76995 -0.67138
H -0.65507 2.00911 -5.23450
Ge 1.55610 1.41285 -4.06701
H 3.71113 2.65374 -4.91677
C -4.46411 -5.14104 3.03156
H 3.41749 1.18021 -5.85856
C 1.66729 4.68690 -2.70266
H 0.27931 -0.77731 -3.72489
H 2.08428 4.13792 -3.54160
H -2.98637 -0.56615 0.75925
H -1.62634 -4.51934 -1.23580
C -4.79999 2.31099 3.31030
C 1.02098 -0.74263 4.22915
C 0.38841 2.09868 -5.54387
C -5.01840 2.11226 1.94411
C -3.66077 -5.69249 2.04418
H 0.96202 0.12987 4.86991
H 3.01840 -2.96399 -1.79147
O -1.69934 2.73469 0.60133
C 0.13936 -2.03895 2.38714
Cl -6.09187 2.14563 4.45255
H 1.99707 -1.14261 -3.74934
H 1.13172 -0.86390 -5.27277
C 2.12510 -2.76707 3.56676
Ge -1.19670 -2.31924 0.92363
H 2.93504 -3.47792 3.68844
H 1.49549 7.84925 -1.49869
C 0.21177 -4.78250 -2.29329
H -3.14708 -2.02540 3.09728
Au -1.11433 0.57068 -0.94105
C -3.28547 -3.06085 2.79986
H 2.16506 -4.83270 -3.18198
C 0.61122 6.11028 -0.58670
C 3.40313 1.60802 -4.85410
C 0.08080 -0.92891 3.22514
H 0.19032 6.66785 0.24304
C 2.00976 -3.33446 -1.64730

Computed properties:
- Total charge: -2
- ⟨S²⟩: 0.7556
- HOMO-LUMO gap (alpha / beta): 6.29 / 6.33 eV
- Strongest force on any atom: 1.3 eV Å⁻¹
- E_tot: -10287.91535 hartree
- ΔE to the lowest compared entry with this formula, charge and spin: 0.0208 eV
- Multiplicity: 2

These are the Löwdin partial charges, in e, on atoms 1 to 4: 0.647 -0.112 0.089 -0.132